{
  "formula": "C41H71As3CoN5O3S2Si",
  "method": "ωB97M-V with the def2-TZVPD basis set",
  "species": ["Co", "C", "As", "C", "C", "C", "C", "C", "As", "C", "C", "C", "As", "C", "C", "H", "H", "H", "H", "H", "H", "H", "H", "H", "H", "H", "H", "H", "H", "H", "H", "H", "H", "H", "H", "H", "H", "H", "H", "H", "H", "H", "C", "C", "C", "C", "C", "C", "N", "N", "C", "C", "C", "C", "C", "N", "H", "H", "H", "H", "H", "H", "H", "H", "H", "C", "C", "C", "C", "O", "Si", "S", "O", "C", "C", "C", "C", "O", "C", "C", "C", "C", "H", "H", "H", "H", "H", "H", "H", "H", "H", "H", "H", "H", "H", "H", "H", "H", "H", "H", "H", "H", "H", "H", "H", "H", "H", "H", "H", "N", "C", "S", "N", "C", "C", "C", "C", "C", "C", "H", "H", "H", "H", "H", "H", "H", "H"],
  "coordinates": [[0.208, -0.827, 1.147], [0.073, 2.432, 2.701], [-0.993, 0.833, 2.469], [-1.575, 0.652, 4.323], [-2.583, 1.579, 1.631], [-3.656, 0.620, 1.090], [-4.836, 1.474, 0.611], [-3.130, -0.130, -0.141], [-1.755, -1.478, 0.102], [-2.637, -3.085, 0.728], [-1.400, -1.912, -1.747], [-4.120, -0.374, 2.163], [-5.049, 0.404, 3.739], [-5.022, -1.266, 4.767], [-6.894, 0.233, 3.116], [-0.563, 3.194, 3.152], [0.437, 2.750, 1.728], [0.914, 2.229, 3.361], [-2.101, 1.578, 4.556], [-0.706, 0.560, 4.976], [-2.256, -0.178, 4.490], [-2.201, 2.212, 0.830], [-3.016, 2.226, 2.400], [-4.539, 2.110, -0.223], [-5.200, 2.123, 1.409], [-5.662, 0.843, 0.281], [-2.690, 0.565, -0.858], [-3.950, -0.660, -0.637], [-3.552, -3.193, 0.146], [-2.876, -3.043, 1.787], [-1.988, -3.940, 0.536], [-2.349, -2.140, -2.235], [-0.742, -2.776, -1.826], [-0.932, -1.044, -2.210], [-3.255, -0.920, 2.567], [-4.784, -1.122, 1.720], [-4.011, -1.493, 5.106], [-5.397, -2.098, 4.170], [-5.654, -1.151, 5.646], [-7.159, 1.053, 2.454], [-7.543, 0.277, 3.990], [-7.054, -0.717, 2.606], [3.553, -2.629, -3.314], [3.197, -1.393, -2.808], [2.359, -1.304, -1.705], [1.919, -2.459, -1.095], [2.257, -3.715, -1.604], [3.066, -3.792, -2.719], [1.167, -2.358, 0.142], [1.145, -3.476, 0.734], [0.515, -3.487, 1.988], [0.490, -4.694, 2.662], [-0.081, -4.720, 3.923], [-0.577, -3.534, 4.439], [-0.503, -2.370, 3.688], [0.027, -2.329, 2.464], [4.201, -2.698, -4.178], [3.556, -0.480, -3.261], [2.085, -0.351, -1.295], [1.889, -4.615, -1.137], [3.323, -4.759, -3.126], [0.921, -5.567, 2.195], [-0.123, -5.639, 4.491], [-1.019, -3.492, 5.424], [-0.871, -1.446, 4.090], [4.637, 2.310, -2.482], [3.308, 2.960, -2.133], [3.327, 3.555, -0.731], [2.976, 4.040, -3.151], [2.322, 1.884, -2.155], [0.692, 1.897, -2.050], [0.049, 0.911, -0.250], [-0.067, 1.099, -3.247], [-0.066, 1.039, -4.702], [-1.478, 1.396, -5.143], [0.968, 1.990, -5.280], [0.244, -0.395, -5.110], [0.198, 3.400, -1.761], [-0.865, 4.320, -2.095], [-0.795, 5.413, -1.041], [-2.194, 3.580, -2.032], [-0.624, 4.895, -3.481], [5.438, 3.047, -2.451], [4.605, 1.885, -3.485], [4.881, 1.515, -1.775], [4.043, 4.374, -0.676], [3.613, 2.818, 0.021], [2.341, 3.942, -0.472], [3.765, 4.792, -3.151], [2.038, 4.529, -2.906], [2.909, 3.621, -4.155], [-1.746, 2.403, -4.834], [-2.195, 0.701, -4.707], [-1.562, 1.340, -6.228], [0.718, 3.033, -5.080], [1.024, 1.859, -6.360], [1.952, 1.776, -4.863], [-0.327, -1.097, -4.502], [1.301, -0.619, -4.998], [-0.025, -0.551, -6.154], [-0.901, 4.984, -0.044], [-1.592, 6.140, -1.194], [0.160, 5.935, -1.093], [-2.393, 3.250, -1.013], [-2.182, 2.709, -2.690], [-3.005, 4.237, -2.344], [0.347, 5.385, -3.537], [-1.390, 5.634, -3.714], [-0.668, 4.117, -4.239], [4.093, 0.123, 0.720], [3.475, -0.697, 1.558], [2.092, -0.075, 2.388], [3.975, -1.930, 1.675], [3.715, -3.004, 2.584], [4.129, -4.256, 2.139], [3.973, -5.368, 2.948], [3.407, -5.236, 4.208], [3.007, -3.984, 4.646], [3.154, -2.859, 3.846], [3.655, 1.011, 0.516], [4.894, -0.151, 0.171], [4.705, -2.162, 1.013], [4.576, -4.362, 1.158], [4.308, -6.334, 2.596], [3.304, -6.098, 4.851], [2.591, -3.867, 5.637], [2.864, -1.892, 4.216]],
  "mulliken_charge": [-0.49, -1.18, 1.46, -1.77, -0.68, 1.82, -1.93, -1.14, 1.17, -1.58, -1.30, -0.65, 0.32, -1.07, -1.18, 0.56, 0.04, 0.52, 0.49, 0.57, 0.28, -0.93, 1.00, 0.24, 0.52, 0.49, -0.19, 0.97, 0.54, 0.30, 0.46, 0.70, 0.46, -0.13, -0.93, 1.08, 0.18, 0.37, 0.43, 0.36, 0.43, 0.35, -0.71, -1.05, 1.20, -0.48, -0.50, -0.92, 3.40, -0.78, -0.85, -0.72, -0.94, -1.07, -0.12, 1.78, 0.48, 0.50, -1.04, 0.53, 0.49, 0.62, 0.51, 0.60, -0.09, -1.53, 1.71, -1.19, -1.72, 0.97, -4.68, 0.85, 1.38, 1.89, -1.59, -1.12, -1.55, 1.45, 1.74, -1.74, -0.98, -1.71, 0.46, 0.36, 0.07, 0.53, 0.21, 0.03, 0.64, 0.10, 0.31, 0.28, 0.28, 0.50, 0.30, 0.61, -0.07, 0.15, 0.33, 0.51, 0.15, 0.41, 0.37, 0.01, -0.02, 0.62, 0.38, 0.56, 0.18, -0.14, 0.29, -0.49, -0.03, 0.52, -0.42, -0.77, -0.68, -0.74, -0.39, -0.44, 0.27, 0.37, 0.39, 0.43, 0.50, 0.46, 0.68],
  "charge": 2,
  "spin_multiplicity": 1
}

***

{
  "formula": "C41H72BN8O7P4SSc",
  "method": "ωB97M-V with the def2-TZVPD basis set",
  "species": ["Sc", "C", "P", "C", "C", "C", "P", "C", "C", "H", "H", "H", "H", "H", "H", "H", "H", "H", "H", "H", "H", "H", "H", "H", "H", "C", "N", "C", "P", "O", "O", "P", "O", "N", "C", "C", "N", "C", "C", "N", "C", "C", "H", "H", "H", "H", "H", "H", "H", "H", "H", "H", "H", "H", "H", "H", "H", "H", "H", "H", "H", "H", "H", "H", "H", "H", "C", "O", "C", "C", "C", "C", "C", "C", "N", "C", "C", "C", "C", "C", "C", "C", "O", "H", "H", "H", "H", "H", "H", "H", "H", "H", "H", "H", "H", "H", "C", "N", "C", "N", "S", "H", "H", "H", "H", "H", "H", "N", "C", "H", "C", "C", "C", "C", "C", "C", "C", "C", "O", "B", "O", "C", "C", "H", "H", "H", "H", "H", "H", "H", "H", "H", "H", "H", "H"],
  "coordinates": [[-1.160, -0.053, 0.391], [-1.980, 2.067, 4.116], [-2.177, 1.772, 2.323], [-3.974, 1.408, 2.319], [-1.954, 3.502, 1.707], [-1.347, 3.747, 0.315], [-0.331, 2.419, -0.496], [-0.836, 2.639, -2.232], [1.358, 3.101, -0.560], [-2.654, 2.873, 4.413], [-0.953, 2.346, 4.340], [-2.248, 1.172, 4.677], [-4.562, 2.278, 2.617], [-4.134, 0.613, 3.051], [-4.325, 1.050, 1.357], [-1.302, 3.954, 2.456], [-2.919, 4.010, 1.792], [-0.713, 4.634, 0.363], [-2.134, 3.985, -0.402], [-0.641, 3.668, -2.546], [-1.896, 2.420, -2.349], [-0.264, 1.961, -2.863], [1.325, 4.122, -0.944], [1.944, 2.485, -1.243], [1.821, 3.087, 0.424], [-4.821, -2.558, 2.787], [-3.473, -2.415, 3.349], [-3.405, -2.582, 4.799], [-2.239, -2.611, 2.311], [-2.311, -1.665, 1.146], [-0.976, -2.259, 3.253], [0.491, -1.738, 2.814], [0.319, -0.773, 1.675], [1.350, -3.028, 2.340], [1.642, -4.098, 3.294], [2.202, -3.018, 1.150], [1.060, -1.227, 4.241], [0.274, -0.428, 5.182], [2.509, -1.033, 4.384], [-2.126, -4.143, 1.792], [-1.307, -4.509, 0.633], [-2.299, -5.234, 2.752], [-5.195, -3.578, 2.910], [-4.821, -2.299, 1.730], [-5.493, -1.872, 3.305], [-3.874, -3.520, 5.106], [-3.940, -1.762, 5.282], [-2.374, -2.574, 5.142], [0.960, -4.057, 4.141], [2.666, -4.021, 3.667], [1.528, -5.062, 2.796], [1.875, -2.260, 0.450], [2.135, -3.989, 0.659], [3.246, -2.837, 1.420], [-0.788, -0.611, 5.039], [0.485, 0.634, 5.048], [0.539, -0.726, 6.197], [3.051, -1.596, 3.626], [2.820, -1.387, 5.367], [2.756, 0.025, 4.273], [-1.170, -3.662, -0.031], [-1.805, -5.311, 0.089], [-0.323, -4.862, 0.955], [-2.987, -4.950, 3.547], [-1.343, -5.525, 3.197], [-2.719, -6.097, 2.235], [-5.288, 2.062, -4.995], [-4.529, 0.983, -4.454], [-3.206, 0.959, -4.694], [-2.528, 1.923, -5.435], [-1.186, 1.755, -5.741], [-0.494, 0.631, -5.317], [-1.150, -0.318, -4.556], [-2.485, -0.145, -4.217], [-3.153, -1.240, -3.579], [-4.128, -1.279, -2.722], [-4.688, -0.185, -1.983], [-6.080, -0.027, -2.085], [-6.690, 1.134, -1.668], [-5.894, 2.145, -1.124], [-4.542, 1.962, -0.914], [-3.908, 0.756, -1.263], [-2.693, 0.473, -0.880], [-6.317, 1.869, -4.710], [-5.205, 2.090, -6.083], [-4.965, 3.014, -4.570], [-3.057, 2.788, -5.807], [-0.686, 2.507, -6.337], [0.547, 0.491, -5.573], [-0.642, -1.209, -4.212], [-2.832, -2.141, -3.914], [-4.587, -2.261, -2.633], [-6.662, -0.804, -2.569], [-7.756, 1.269, -1.777], [-6.352, 3.080, -0.823], [-3.953, 2.726, -0.423], [4.894, 4.363, 3.657], [3.872, 3.433, 3.210], [2.577, 3.505, 3.526], [2.197, 4.517, 4.320], [1.468, 2.358, 2.949], [5.856, 4.029, 3.280], [4.952, 4.392, 4.746], [4.714, 5.370, 3.273], [4.122, 2.674, 2.600], [2.834, 5.223, 4.648], [1.229, 4.584, 4.573], [-0.998, -2.001, -1.837], [-0.200, -1.118, -1.339], [-1.890, -2.004, -1.319], [7.212, -1.390, -4.708], [7.044, -0.823, -3.290], [7.506, -1.876, -2.280], [7.940, 0.412, -3.135], [5.570, -0.460, -3.093], [5.066, 0.740, -3.604], [3.723, 1.100, -3.508], [2.892, 0.207, -2.876], [1.535, 0.303, -2.622], [1.204, -0.877, -1.957], [2.325, -1.680, -1.785], [3.370, -0.981, -2.367], [4.691, -1.348, -2.459], [8.257, -1.643, -4.895], [6.899, -0.662, -5.458], [6.613, -2.293, -4.842], [8.576, -2.049, -2.397], [7.012, -2.837, -2.429], [7.329, -1.552, -1.251], [8.988, 0.111, -3.154], [7.752, 0.925, -2.189], [7.800, 1.127, -3.945], [5.739, 1.426, -4.099], [3.356, 2.035, -3.913], [5.023, -2.292, -2.054]],
  "mulliken_charge": [-0.84, -1.36, 1.61, -1.44, -1.45, -1.14, 1.53, -0.60, -0.81, 0.55, 0.09, 0.31, 0.52, 0.34, 0.03, 0.56, 0.58, 0.63, 0.57, 0.76, -0.08, -0.25, 0.53, -0.01, 0.00, -1.17, 0.76, -1.09, -0.54, 0.23, -0.60, -0.28, 0.41, 0.73, -1.15, -0.81, 0.27, -0.25, -0.71, 0.51, -0.53, -0.91, 0.28, 0.24, 0.41, 0.35, 0.28, 0.28, 0.31, 0.32, 0.39, 0.00, 0.37, 0.29, -0.21, 0.02, 0.42, 0.26, 0.35, 0.03, -0.06, 0.37, 0.16, 0.27, 0.23, 0.37, -1.20, -0.25, 0.69, -0.62, -0.78, -1.08, -0.49, 0.62, 0.36, -0.74, -0.03, -0.61, -1.05, -0.74, 0.23, -0.34, 0.58, 0.29, 0.44, 0.41, 0.53, 0.44, 0.47, 0.65, 0.44, 0.50, 0.44, 0.45, 0.52, 0.36, -1.10, -0.14, 0.26, -0.37, -0.51, 0.36, 0.34, 0.34, 0.28, 0.20, 0.19, -0.59, 1.02, 0.34, -1.59, 2.03, -1.90, -1.75, 0.85, -0.62, -1.53, 0.46, -0.14, 0.42, -0.51, 0.26, -1.07, 0.42, 0.38, 0.36, 0.46, 0.32, 0.42, 0.45, 0.38, 0.37, 0.27, 0.56, 0.35],
  "charge": 2,
  "spin_multiplicity": 1
}

***

For reference, HOMO by record: -12.8 -11.6 eV.
For reference, calculated total energy by record: -306946.7115 -139306.1507 eV.
For reference, gap between HOMO and LUMO by record: 0.23058 0.25064 hartree.